This record from the Open Molecules 2025 dataset describes a structure of composition C33H46BrN3O5SSbSr at a distorted geometry. The level of theory is wB97M-V/def2-TZVPD.

The energy comes out at -5068.674678 Ha. The multiplicity is 1. The energy relative to the best compared isomer or geometry (same formula, charge and spin) is 4.5215 eV. Its total charge is -1.

Element x y z (Å)
Sr (0.56055, 0.16169, 1.28912)
C (-4.56357, 1.63306, 0.40845)
C (-3.23677, 2.33236, 0.41389)
C (-3.02233, 3.54798, 1.04467)
C (-1.75398, 4.11281, 1.06641)
C (-0.73833, 3.40416, 0.45974)
Br (1.03625, 4.07445, 0.48490)
N (-0.89664, 2.25033, -0.16360)
C (-2.12262, 1.73276, -0.17325)
H (-5.31604, 2.20127, 0.95507)
H (-4.42212, 0.66316, 0.88181)
H (-4.90473, 1.46133, -0.61413)
H (-3.84325, 4.04147, 1.55222)
H (-1.56102, 5.04488, 1.57597)
H (-2.21337, 0.75921, -0.63325)
C (-3.73982, -0.18455, 8.31545)
C (-2.88389, 0.14710, 7.12167)
C (-1.52381, 0.40708, 7.27062)
C (-0.73376, 0.69494, 6.17045)
C (-1.31855, 0.76845, 4.91585)
C (-2.67097, 0.51114, 4.74314)
C (-3.44584, 0.19808, 5.84973)
S (-0.22826, 0.82338, 3.51998)
O (0.93852, 1.60762, 3.86268)
O (-0.95200, 1.39435, 2.38206)
N (0.22732, -0.64289, 3.25373)
C (-0.91351, -1.42183, 2.84680)
C (-1.63903, -0.89504, 1.62069)
O (-2.82748, -0.58569, 1.71766)
O (-0.98583, -0.95271, 0.52872)
H (-3.19352, -0.03753, 9.24629)
H (-4.07615, -1.22258, 8.28014)
H (-4.62544, 0.45202, 8.33196)
H (-1.07680, 0.35873, 8.25633)
H (0.33135, 0.86718, 6.25952)
H (-3.09455, 0.53677, 3.74659)
H (-4.49545, -0.03783, 5.71918)
H (-1.64948, -1.50123, 3.65649)
H (-0.58830, -2.43824, 2.60508)
C (0.58557, -0.59834, -6.16738)
C (1.34339, -0.80096, -4.86073)
C (1.81492, -2.24912, -4.74451)
Sb (0.41214, -0.25741, -2.88612)
C (0.28653, 1.91974, -3.24843)
C (1.65825, 2.49604, -2.90687)
C (-0.20452, 2.42205, -4.59909)
C (-1.72139, -0.77754, -3.18001)
C (-1.98666, -2.08042, -2.42797)
C (-2.24979, -0.85996, -4.60600)
H (1.27672, -0.71001, -7.01068)
H (0.13305, 0.38875, -6.23440)
H (-0.19627, -1.34611, -6.28513)
H (2.22265, -0.14773, -4.86280)
H (0.96058, -2.92406, -4.65474)
H (2.43268, -2.37932, -3.85710)
H (2.39467, -2.54570, -5.62557)
H (-0.41089, 2.22741, -2.47466)
H (2.40833, 2.16297, -3.63111)
H (1.96029, 2.17892, -1.90735)
H (1.63510, 3.59000, -2.93059)
H (0.51790, 2.19849, -5.38607)
H (-0.33031, 3.51009, -4.56458)
H (-1.16675, 1.98145, -4.86451)
H (-2.22377, 0.04755, -2.66892)
H (-1.32949, -2.87793, -2.78353)
H (-3.02592, -2.40182, -2.56019)
H (-1.79727, -1.94407, -1.36641)
H (-1.84881, -1.73689, -5.11423)
H (-1.99663, 0.02743, -5.18488)
H (-3.34128, -0.95451, -4.58843)
N (8.63709, -0.26608, 0.36063)
C (7.48516, -0.22740, 0.35881)
C (6.06149, -0.16411, 0.36455)
C (5.34606, 0.11663, -0.80167)
C (3.96357, 0.20151, -0.75840)
C (3.20396, 0.06043, 0.42076)
C (3.97572, -0.22741, 1.56751)
C (5.35605, -0.35968, 1.55242)
H (5.88893, 0.27295, -1.72766)
H (3.44679, 0.36953, -1.70099)
H (3.47846, -0.33910, 2.53032)
H (5.90074, -0.58743, 2.46249)
C (2.71674, -4.24566, 0.01621)
C (2.49186, -3.26735, -1.12864)
O (1.10645, -3.09587, -1.41546)
H (3.78341, -4.35607, 0.21682)
H (2.30028, -5.22156, -0.23646)
H (2.23430, -3.86640, 0.92005)
H (2.93483, -3.66011, -2.04529)
H (2.94276, -2.30293, -0.88537)
H (0.69549, -2.66055, -0.65653)